Entry from the Open Molecules 2025 dataset: 3 unconnected molecules or ions with the total composition C2H7N3O2 (ωB97M-V with the def2-TZVPD basis set).

molecular weight: 105.1 u
LUMO energy: 0.8537 eV
calculated total energy: -10749.36829 eV
SMILES: N#[N+][O-].C=NC.O
highest occupied orbital energy: -9.926 eV
total charge: 0
gap between HOMO and LUMO: 10.78 eV

Each line ends with the Mulliken charge.
Geometry (Å):
N  2.158638  1.217002  -0.743757  -0.325
N  2.315843  0.719742  0.233097  0.856
O  2.484468  0.159910  1.224626  -0.535
C  -0.945096  1.115894  -0.993544  -0.353
N  -0.661388  0.198458  -0.084906  -0.157
C  -1.331946  0.019720  1.150782  -0.890
H  -1.752863  1.967470  -0.903675  0.206
H  -0.321774  1.031876  -1.919085  0.288
H  -1.920649  0.834496  1.457113  0.373
H  -1.964889  -0.820316  0.833380  0.316
H  -0.655239  -0.385028  1.900139  0.260
O  0.952049  -2.087396  -1.134807  -0.670
H  0.099680  -1.733159  -0.739642  0.315
H  1.543160  -2.238671  -0.279717  0.315

Cartesian forces, eV/Å:
0.0 0.7 -0.8
-0.2 0.7 -2.0
0.3 -1.4 2.7
0.2 -1.5 2.2
0.3 3.0 -3.5
-0.2 -1.7 -1.1
1.5 -1.7 0.0
-0.8 0.4 0.8
-0.8 1.1 0.7
-0.5 0.0 0.9
0.0 0.3 0.1
0.6 -0.2 3.3
1.5 -0.2 -0.7
-1.9 0.5 -2.7